Here is a 10-piece molecular cluster, C5H29N2O10 overall from the Open Molecules 2025 dataset. Energies are from ωB97M-V/def2-TZVPD.

Its HOMO energy is -0.4170 hartree. Its charge is +1. For the energy above the lowest of the compared OMol25 structures with the same formula, charge and spin, the calculation gives 9.2 kcal/mol. For the LUMO energy, the calculation gives -2.356 eV.

Each atom is followed by the atoms it is bonded to, with distances in Å.
Cartesian coordinates (Å):
1 O 0.11557 3.87590 2.71633  C2 1.205
2 C 1.27885 3.56831 2.64607  O1 1.205, C3 1.510, H9 1.099
3 C 1.80379 2.24349 3.14618  C2 1.510, C4 1.537, H10 1.095, H11 1.097
4 C 0.69146 1.26474 3.55537  C3 1.537, C5 1.498, H12 1.091, H13 1.090
5 C -0.00079 0.78135 2.31750  C4 1.498, C6 1.340, N8 1.368
6 C 0.46909 -0.26989 1.63260  C5 1.340, N7 1.471, H14 1.076
7 N -0.25615 -0.75743 0.44946  C6 1.471, H15 1.035, H16 1.022, H17 1.028
8 N -1.20940 1.33662 1.99813  C5 1.368, H18 1.004, H19 1.001
9 H 2.01549 4.30142 2.28896  C2 1.099
10 H 2.49494 1.80402 2.41967  C3 1.095
11 H 2.54289 2.45447 3.92891  C3 1.097
12 H 1.14802 0.47354 4.15146  C4 1.091
13 H 0.05230 1.75569 4.28871  C4 1.090
14 H 1.35376 -0.83208 1.87468  C6 1.076
15 H -0.03044 -0.09959 -0.31642  N7 1.035
16 H 0.10830 -1.69031 0.24540  N7 1.022
17 H -1.27539 -0.79909 0.57909  N7 1.028
18 H -1.60255 1.84996 2.76572  N8 1.004
19 H -1.67781 1.27344 1.11538  N8 1.001
20 H -2.47910 -2.74824 0.44536  O22 0.939
21 H -3.74992 -2.40345 1.13552  O22 0.958
22 O -2.87578 -2.05988 0.94550  H20 0.939, H21 0.958
23 H 2.40499 -0.89689 -2.37143  O25 0.973
24 H 3.04265 0.39705 -1.86157  O25 0.958
25 O 2.61915 0.01587 -2.63113  H23 0.973, H24 0.958
26 H 2.01274 1.62182 -2.97175  O28 0.976
27 H 1.45676 2.88882 -3.67351  O28 0.963
28 O 1.66341 2.51863 -2.80885  H26 0.976, H27 0.963
29 H -1.02594 2.24813 -1.07821  O31 0.967
30 H 0.15280 1.84311 -2.01395  O31 0.983
31 O -0.31298 1.60284 -1.18237  H29 0.967, H30 0.983
32 H -0.15021 -4.12808 -0.58071  O34 0.983
33 H 1.29894 -4.47757 -0.17886  O34 0.964
34 O 0.74509 -3.74133 -0.46154  H32 0.983, H33 0.964
35 H -2.99244 3.60572 -0.28632  O37 0.952
36 H -1.83989 3.87278 0.65274  O37 0.966
37 O -2.07152 3.40259 -0.15847  H35 0.952, H36 0.966
38 H 1.29022 -3.03976 -2.04016  O40 0.976
39 H 1.77580 -2.84274 -3.54871  O40 0.960
40 O 1.43304 -2.40388 -2.76711  H38 0.976, H39 0.960
41 H -2.01621 -2.28826 -3.94240  O43 0.953
42 H -0.76442 -1.65368 -3.19609  O43 0.962
43 O -1.55610 -2.19427 -3.11293  H41 0.953, H42 0.962
44 H -1.73425 -3.24672 -1.89829  O46 0.983
45 H -2.48885 -4.56036 -1.07161  O46 0.939
46 O -1.85996 -3.86687 -1.14635  H44 0.983, H45 0.939

Löwdin charges, unit e, in atom order: atom 1 (O): 0.0443, atom 2 (C): -0.2302, atom 3 (C): -0.1424, atom 4 (C): -0.1229, atom 5 (C): -0.3308, atom 6 (C): -0.0649, atom 7 (N): 0.1890, atom 8 (N): 0.1575, atom 9 (H): 0.1265, atom 10 (H): 0.1198, atom 11 (H): 0.1272, atom 12 (H): 0.1246, atom 13 (H): 0.1254, atom 14 (H): 0.1199, atom 15 (H): 0.1114, atom 16 (H): 0.1182, atom 17 (H): 0.1145, atom 18 (H): 0.1085, atom 19 (H): 0.0828, atom 20 (H): -0.0237, atom 21 (H): 0.0575, atom 22 (O): -0.0355, atom 23 (H): 0.0116, atom 24 (H): 0.0551, atom 25 (O): -0.0558, atom 26 (H): -0.0017, atom 27 (H): 0.0621, atom 28 (O): -0.0640, atom 29 (H): -0.0004, atom 30 (H): 0.0195, atom 31 (O): -0.0818, atom 32 (H): 0.0310, atom 33 (H): 0.0755, atom 34 (O): -0.0643, atom 35 (H): 0.0592, atom 36 (H): 0.0592, atom 37 (O): -0.0324, atom 38 (H): 0.0142, atom 39 (H): 0.0737, atom 40 (O): -0.0569, atom 41 (H): 0.0757, atom 42 (H): 0.0531, atom 43 (O): -0.0167, atom 44 (H): 0.0091, atom 45 (H): 0.0597, atom 46 (O): -0.0610

Here is one molecule with the formula C6H6N3OP from the Open Molecules 2025 dataset. Energies are from ωB97M-V/def2-TZVPD.

Its HOMO energy is -0.3677 hartree. For the energy above the lowest of the compared OMol25 structures with the same formula, charge and spin, the calculation gives 122.8 kcal/mol. For the LUMO energy, the calculation gives 0.351 eV.

Each atom is followed by the atoms it is bonded to, with distances in Å.
Cartesian coordinates (Å):
1 C -0.55685 -2.20848 2.49795  C5 1.432, N7 1.252, H12 1.071
2 C 2.65469 0.62986 1.02782  C6 1.448, N8 1.264, H13 1.053
3 C -1.01304 0.61328 -0.79675  C4 1.503, N9 1.272, P11 1.793
4 C -2.22041 0.92625 -1.63454  C3 1.503, N9 1.471, H14 1.179, H15 1.069
5 C -0.68254 -1.61082 1.20280  C1 1.432, N7 1.545, P11 1.897, H16 1.063
6 C 1.68262 -0.09130 0.23368  C2 1.448, N8 1.492, P11 1.897, H17 1.172
7 N -1.69378 -1.70163 2.36777  C1 1.252, C5 1.545
8 N 2.50485 -0.57412 1.38069  C2 1.264, C6 1.492
9 N -0.82920 0.69259 -2.05241  C3 1.272, C4 1.471
10 O -0.43937 1.19369 1.67602  P11 1.471
11 P -0.14294 0.13653 0.69702  C3 1.793, C5 1.897, C6 1.897, O10 1.471
12 H -0.09255 -2.99278 3.06010  C1 1.071
13 H 3.11892 1.50886 1.37369  C2 1.053
14 H -2.91271 0.02906 -1.96158  C4 1.179
15 H -2.60636 1.90782 -1.80935  C4 1.069
16 H -0.99590 -2.18705 0.36594  C5 1.063
17 H 2.01052 -0.29430 -0.87298  C6 1.172

Löwdin charges, unit e, in atom order: atom 1 (C): -0.1370, atom 2 (C): -0.1122, atom 3 (C): -0.3193, atom 4 (C): -0.1441, atom 5 (C): -0.3043, atom 6 (C): -0.3495, atom 7 (N): 0.1562, atom 8 (N): 0.1209, atom 9 (N): 0.0908, atom 10 (O): -0.3376, atom 11 (P): 0.7278, atom 12 (H): 0.1130, atom 13 (H): 0.1070, atom 14 (H): 0.1172, atom 15 (H): 0.0671, atom 16 (H): 0.0750, atom 17 (H): 0.1292

Here is a 2-piece molecular cluster, C6H15NO2 overall from the Open Molecules 2025 dataset. Energies are from ωB97M-V/def2-TZVPD.

Its HOMO energy is -0.3175 hartree. For the energy above the lowest of the compared OMol25 structures with the same formula, charge and spin, the calculation gives 40.0 kcal/mol. For the LUMO energy, the calculation gives 0.710 eV.

Each atom is followed by the atoms it is bonded to, with distances in Å.
Cartesian coordinates (Å):
1 C 1.64201 -0.04990 -1.12674  C2 1.689, O4 1.400, H8 1.093, H9 1.097
2 C 2.09109 0.91814 0.18254  C1 1.689, N3 1.416, H10 1.093, H11 1.093
3 N 1.94643 0.26617 1.43119  C2 1.416, H6 1.010, H7 1.027
4 O 1.91111 -1.39966 -0.87075  C1 1.400, H5 0.972
5 H 1.36490 -1.67652 -0.11595  O4 0.972
6 H 2.61399 -0.48535 1.52684  N3 1.010
7 H 1.00590 -0.13169 1.54258  N3 1.027
8 H 2.35056 0.26742 -1.89595  C1 1.093
9 H 0.67078 0.16334 -1.58887  C1 1.097
10 H 3.14163 1.17896 0.03439  C2 1.093
11 H 1.46795 1.81518 0.13768  C2 1.093
12 C -1.81691 0.60771 0.07980  C14 1.526, C15 1.518, H17 1.092, H18 1.090
13 C -1.44329 -1.49113 -1.32324  C15 1.511, H19 1.088, H20 1.085, H21 1.090
14 C -1.64867 1.22132 1.46707  C12 1.526, H22 1.095, H23 1.094, H24 1.088
15 C -1.05669 -0.69416 -0.09949  C12 1.518, C13 1.511, O16 1.225
16 O -0.41313 -1.21168 0.80588  C15 1.225
17 H -2.87257 0.39945 -0.10883  C12 1.092
18 H -1.49589 1.30699 -0.69245  C12 1.090
19 H -2.23207 -2.18585 -1.04119  C13 1.088
20 H -1.80982 -0.86060 -2.12681  C13 1.085
21 H -0.59732 -2.08558 -1.66748  C13 1.090
22 H -0.61496 1.54358 1.63256  C14 1.095
23 H -1.90683 0.49574 2.24431  C14 1.094
24 H -2.29818 2.08813 1.57290  C14 1.088

Löwdin charges, unit e, in atom order: atom 1 (C): -0.2364, atom 2 (C): -0.2288, atom 3 (N): -0.0164, atom 4 (O): -0.0854, atom 5 (H): 0.0576, atom 6 (H): 0.0724, atom 7 (H): 0.0377, atom 8 (H): 0.1001, atom 9 (H): 0.0816, atom 10 (H): 0.0992, atom 11 (H): 0.0897, atom 12 (C): -0.1795, atom 13 (C): -0.0137, atom 14 (C): -0.0874, atom 15 (C): -0.4518, atom 16 (O): 0.0294, atom 17 (H): 0.1225, atom 18 (H): 0.1187, atom 19 (H): 0.0971, atom 20 (H): 0.0837, atom 21 (H): 0.0863, atom 22 (H): 0.0664, atom 23 (H): 0.0837, atom 24 (H): 0.0731

no.,maximum force (eV/Å),frontier orbital gap (eV)
1,2.676,8.99
2,2.937,10.36
3,2.773,9.35